# 1
A 2-piece molecular cluster, CH6S4Si overall, computed with wB97M-V/def2-TZVPD.

CARTESIAN COORDINATES (ANGSTROEM)
S 3.00287 2.48624 0.88519
S 1.53416 -0.70742 1.19236
S 3.27256 0.26990 -1.96155
S -2.80665 1.83793 -0.33666
Si 2.64758 0.53535 -0.10858
C 1.07676 -2.18325 0.13499
H 0.59699 -1.70289 -0.69807
H 0.70488 -2.99463 0.81060
H -1.57709 2.17579 -0.40054
H 2.11791 -2.34622 -0.12791
H 2.19560 2.22177 1.82847
H -2.77778 3.13533 0.11600

Energy (eV): -52353.851
Charge: 0
E_HOMO (eV): -9.34
Lowest unoccupied orbital energy (eV): -0.118
Frontier orbital gap (eV): 9.2209
Maximum force (eV/Å): 2.7
Relative energy (zero: lowest compared OMol25 entry of this formula, charge and spin) (kJ/mol): 130.9
SMILES: CS[Si](=S)S.S

---

# 2
A 2-piece molecular cluster, CH6SSi overall, computed with wB97M-V/def2-TZVPD.

CARTESIAN COORDINATES (ANGSTROEM)
S -2.59524 0.32250 0.91805
Si 0.41106 -1.11695 0.18511
C 0.82923 0.70185 -0.18312
H 0.44693 -1.88880 -1.03498
H 0.00528 1.26409 0.15250
H -2.64025 0.64240 -0.46239
H 0.98073 -1.74327 1.33273
H 0.84674 0.94601 -1.22447
H 1.71552 0.87217 0.31657

Energy (eV): -19844.172
Charge: 0
E_HOMO (spin up / spin down) (eV): -8.27 / -8.19
Lowest unoccupied orbital energy (spin up / spin down) (eV): -1.637 / -1.787
Frontier orbital gap (spin up / spin down) (eV): 6.6305 / 6.4073
Maximum force (eV/Å): 3.4
Relative energy (zero: lowest compared OMol25 entry of this formula, charge and spin) (kJ/mol): 306.6

---

# 3
CH7ClNO3PSSi2 as an isolated structure, computed with wB97M-V/def2-TZVPD.

CARTESIAN COORDINATES (ANGSTROEM)
Cl 0.60241 -0.47550 2.56301
S 2.38534 2.99436 -1.55677
P 1.63660 1.52507 -0.48219
Si -1.04420 -0.57288 1.21769
Si -0.21489 2.17139 0.61088
O -0.06692 -1.97844 -2.79038
O -1.41464 -1.87319 -1.15375
O -1.38130 0.90489 0.45132
N -0.90965 -2.57562 -2.24914
C -0.52274 -1.92471 -0.03814
H -0.73000 3.43813 0.06659
H 2.57509 1.17994 0.52730
H 0.03755 2.41171 2.04104
H -0.52452 -2.90169 0.47078
H -2.26076 -1.01567 1.92014
H 1.31436 0.38384 -1.28535
H 0.51827 -1.69166 -0.31301

Energy (eV): -57184.566
Charge: 0
E_HOMO (eV): -8.62
Lowest unoccupied orbital energy (eV): -0.613
Frontier orbital gap (eV): 8.0100
Maximum force (eV/Å): 2.3

---

# 4
A 2-piece molecular cluster, CH7FNO2P2S overall, computed with wB97M-V/def2-TZVPD.

CARTESIAN COORDINATES (ANGSTROEM)
S -0.55660 -3.27389 -1.44004
P 2.38117 -1.88919 -0.90900
P 0.15964 -1.58929 -0.87470
F 2.61806 -3.39081 -0.84492
O -1.80175 0.37759 1.39498
O -1.19888 1.26427 -0.45745
N -1.50451 1.33650 0.72116
C -1.50164 2.68498 1.35102
H 3.15176 -1.32883 0.10671
H -1.79230 2.57178 2.38694
H -2.20687 3.29693 0.79793
H -0.16531 -1.14758 0.41300
H -0.49808 3.08530 1.25119
H 2.88992 -1.47085 -2.12882
H 0.02541 -0.52690 -1.76802

Energy (eV): -38855.280
Charge: +1
E_HOMO (eV): -13.52
Lowest unoccupied orbital energy (eV): -5.075
Frontier orbital gap (eV): 8.4439
Maximum force (eV/Å): 1.7

---

# 5
CH7N2 as an isolated structure, computed with wB97M-V/def2-TZVPD.

CARTESIAN COORDINATES (ANGSTROEM)
N -0.25466 0.15815 -0.78898
N -0.35944 -0.16442 1.80755
C 0.74693 -0.00238 -1.56632
H 1.51965 -0.64932 -1.16398
H 0.73900 0.44922 -2.54878
H 0.46782 -0.47841 2.30721
H -0.38201 0.03438 0.52688
H -0.90667 0.84618 -1.18912
H -0.56137 0.74820 2.21581
H -1.12652 -0.78412 2.02846

Energy (eV): -4123.639
Charge: +1
E_HOMO (eV): -16.42
Lowest unoccupied orbital energy (eV): -4.060
Frontier orbital gap (eV): 12.3626
Maximum force (eV/Å): 1.8
Relative energy (zero: lowest compared OMol25 entry of this formula, charge and spin) (kJ/mol): 26.4

---

# 6
A 2-piece molecular cluster, CH7N2O overall, computed with wB97M-V/def2-TZVPD.

CARTESIAN COORDINATES (ANGSTROEM)
O 1.30212 1.50522 -0.62300
N -1.42970 0.28524 0.12148
N 0.57767 -1.16097 -0.05546
C -0.62363 -0.79328 0.67450
H -1.96504 0.02154 -0.68663
H 0.27422 -1.49625 -0.96414
H 1.98040 1.64511 0.04842
H -0.91442 1.15250 0.07268
H 1.03625 -0.22841 -0.19962
H -1.26008 -1.60081 1.05698
H -0.26326 -0.34531 1.61093

Energy (eV): -6177.952
Charge: -1
E_HOMO (eV): -2.92
Lowest unoccupied orbital energy (eV): 4.645
Frontier orbital gap (eV): 7.5692
Maximum force (eV/Å): 1.9
Relative energy (zero: lowest compared OMol25 entry of this formula, charge and spin) (kJ/mol): 37.2

---

# 7
A 2-piece molecular cluster, CH7N2O overall, computed with wB97M-V/def2-TZVPD.

CARTESIAN COORDINATES (ANGSTROEM)
O 0.16446 1.78198 -1.16374
N -1.06466 -0.89488 -0.33712
N 0.86015 -0.06762 0.89481
C -0.07371 -1.13235 0.73387
H 0.36765 -2.09878 0.47600
H 1.00247 2.25887 -1.16740
H -1.06180 0.11510 -0.49522
H -0.55809 -1.30014 1.71117
H -0.67503 -1.31165 -1.16997
H 0.91038 0.61176 0.10159
H 0.65763 0.73200 1.49882

Energy (eV): -6177.678
Charge: -1
E_HOMO (eV): -3.00
Lowest unoccupied orbital energy (eV): 4.637
Frontier orbital gap (eV): 7.6326
Maximum force (eV/Å): 2.6
Relative energy (zero: lowest compared OMol25 entry of this formula, charge and spin) (kJ/mol): 63.7

---

# 8
A 2-piece molecular cluster, CH7N2O overall, computed with wB97M-V/def2-TZVPD.

CARTESIAN COORDINATES (ANGSTROEM)
O -0.38577 0.11530 0.03927
N 0.18602 -1.47803 -1.65899
N 0.61605 2.22038 1.70176
C -0.53987 -1.13985 -0.38819
H -0.17281 -1.90984 0.33367
H -1.60476 -1.40384 -0.60244
H 1.34533 1.69989 2.17191
H 0.20558 1.56000 1.01938
H -0.09554 2.42330 2.39327
H 1.12890 -1.12820 -1.50281
H -0.19588 -0.86653 -2.37438

Energy (eV): -6178.307
Charge: -1
E_HOMO (eV): -2.71
Lowest unoccupied orbital energy (eV): 4.864
Frontier orbital gap (eV): 7.5759
Maximum force (eV/Å): 0.3
Relative energy (zero: lowest compared OMol25 entry of this formula, charge and spin) (kJ/mol): 3.0

---

Number 5 is which compound?
CH7N2